i.
{"formula": "CH6O", "method": "wB97M-V/def2-TZVPD", "elements": ["C", "H", "H", "H", "H", "O", "H", "H"], "positions_angstrom": [[0.39, -0.31, -0.89], [-0.13, -0.26, 0.08], [-0.34, -0.37, -1.70], [1.00, 0.60, -1.02], [1.04, -1.19, -0.91], [-1.02, 0.67, 1.40], [-0.56, -0.06, 0.92], [-0.39, 0.92, 2.12]], "lowdin_charge": [-0.0052, -0.0465, 0.0439, 0.0450, 0.0371, -0.0852, -0.0499, 0.0608], "orbital_gap_ev": 12.3, "lumo_ha": 0.037, "charge": 0, "mol_weight_da": 34.058, "smiles": "C.O"}

ii.
{"formula": "CH6O", "method": "wB97M-V/def2-TZVPD", "elements": ["C", "H", "H", "H", "H", "O", "H", "H"], "positions_angstrom": [[0.40, -0.16, -1.14], [1.18, -0.92, -1.01], [-0.30, -0.20, -0.29], [0.87, 0.84, -1.18], [-0.15, -0.35, -2.07], [-0.92, 0.56, 1.98], [0.03, 0.49, 2.24], [-1.10, -0.26, 1.47]], "lowdin_charge": [-0.0436, 0.0222, -0.0180, 0.0265, 0.0220, -0.0918, 0.0525, 0.0302], "orbital_gap_ev": 12.4, "lumo_ha": 0.033, "charge": 0, "mol_weight_da": 34.058, "smiles": "C.O"}

Most stable = ii

i.
{"formula": "C4H6OS3", "method": "wB97M-V/def2-TZVPD", "elements": ["C", "C", "C", "C", "H", "H", "H", "H", "H", "H", "O", "S", "S", "S"], "positions_angstrom": [[-1.64, -0.06, 0.24], [-0.60, -0.47, 1.24], [0.70, -0.89, 0.48], [1.76, 0.23, 0.25], [-0.33, 1.96, 0.10], [-0.40, 0.30, 1.96], [-0.96, -1.38, 1.78], [1.17, -1.52, 1.19], [0.52, -1.36, -0.52], [2.49, -1.63, -0.84], [1.70, 1.41, 0.53], [-1.53, 1.51, -0.39], [-2.78, -1.07, -0.38], [3.22, -0.48, -0.55]], "lowdin_charge": [-1.2497, -0.2825, -0.1997, -0.7532, -0.0928, 0.1039, 0.1203, 0.0979, 0.1269, -0.0924, -0.0174, 0.8050, 0.6201, 0.8136], "orbital_gap_ev": 8.5, "lumo_ha": -0.010, "charge": 0, "mol_weight_da": 166.292, "smiles": "O=C(S)CCC(=S)S"}

ii.
{"formula": "C4H6OS3", "method": "wB97M-V/def2-TZVPD", "elements": ["C", "C", "C", "C", "H", "H", "H", "H", "H", "H", "O", "S", "S", "S"], "positions_angstrom": [[-2.15, -1.98, -0.62], [-1.55, 0.37, 0.10], [-0.63, -0.27, 1.13], [1.79, 0.29, -0.18], [-2.86, -2.24, 0.17], [-2.50, -2.47, -1.52], [-1.15, -2.37, -0.34], [-0.49, 0.43, 1.87], [-1.14, -1.15, 1.54], [1.20, 1.18, -0.30], [-2.09, -0.54, -0.74], [-1.91, 1.92, -0.01], [0.93, -1.03, 0.54], [3.41, 0.38, -0.41]], "lowdin_charge": [-0.0424, -0.9273, -0.4491, -1.0455, 0.0980, 0.0925, 0.0546, 0.0492, 0.0783, -0.0045, -0.1662, 0.7830, 0.8851, 0.5944], "orbital_gap_ev": 8.4, "lumo_ha": -0.019, "charge": 0, "mol_weight_da": 166.292, "smiles": "COC(=S)CSC=S"}

Most stable = i

i.
{"formula": "C33H44N7O4STi", "method": "wB97M-V/def2-TZVPD", "elements": ["Ti", "C", "C", "C", "C", "C", "C", "C", "H", "H", "H", "H", "H", "H", "H", "H", "C", "C", "C", "C", "C", "C", "C", "C", "C", "C", "N", "C", "C", "C", "C", "C", "N", "H", "H", "H", "H", "H", "H", "H", "H", "H", "H", "H", "H", "H", "H", "H", "H", "H", "C", "N", "C", "C", "N", "H", "H", "H", "H", "H", "H", "C", "C", "S", "O", "O", "C", "C", "N", "C", "N", "C", "C", "N", "O", "O", "C", "H", "H", "H", "H", "H", "H", "H", "H", "H", "H", "H", "H", "H"], "positions_angstrom": [[0.61, -0.71, 0.18], [5.06, -2.76, -0.05], [3.63, -2.93, 0.38], [2.59, -2.80, -0.54], [1.26, -3.07, -0.18], [0.95, -3.39, 1.15], [1.98, -3.49, 2.08], [3.30, -3.28, 1.69], [5.16, -1.95, -0.78], [5.42, -3.67, -0.52], [5.71, -2.55, 0.80], [2.82, -2.58, -1.58], [0.51, -3.17, -0.95], [-0.07, -3.66, 1.42], [1.77, -3.78, 3.10], [4.09, -3.42, 2.41], [0.00, -1.03, 4.13], [-0.79, -0.49, 2.94], [-1.93, -1.37, 2.51], [-2.85, -1.77, 3.47], [-3.86, -2.67, 3.16], [-3.92, -3.21, 1.88], [-3.04, -2.83, 0.88], [-3.14, -3.57, -0.44], [-4.40, -3.26, -1.24], [-2.09, -1.85, 1.20], [-1.21, -1.33, 0.19], [-1.68, -1.14, -1.07], [-0.81, -0.84, -2.09], [-0.97, -0.62, -3.47], [0.29, -0.33, -3.98], [1.19, -0.35, -2.91], [0.56, -0.68, -1.77], [0.92, -0.46, 4.28], [0.25, -2.08, 4.00], [-0.58, -0.94, 5.04], [-0.07, -0.34, 2.11], [-1.13, 0.53, 3.15], [-2.77, -1.40, 4.48], [-4.56, -2.98, 3.91], [-4.67, -3.97, 1.66], [-3.14, -4.64, -0.20], [-2.24, -3.43, -1.06], [-5.29, -3.49, -0.66], [-4.44, -3.85, -2.15], [-4.49, -2.20, -1.51], [-2.75, -1.20, -1.25], [-1.90, -0.69, -4.01], [0.54, -0.12, -5.01], [2.25, -0.14, -2.94], [4.26, 0.45, 4.05], [4.14, 0.59, 2.58], [5.23, 1.29, 1.86], [3.14, 0.12, 1.95], [2.22, -0.32, 1.37], [4.23, 1.43, 4.51], [5.20, -0.04, 4.27], [3.44, -0.16, 4.42], [5.35, 2.29, 2.29], [4.97, 1.38, 0.80], [6.15, 0.72, 1.97], [-2.02, 3.18, -5.54], [-2.60, 3.84, -4.30], [-1.61, 3.43, -2.88], [-1.90, 2.07, -2.45], [-0.23, 3.76, -3.14], [-2.19, 4.51, -1.57], [-1.21, 4.61, -0.39], [-0.31, 3.44, -0.24], [-0.70, 2.22, 0.19], [0.33, 1.37, 0.11], [1.40, 2.07, -0.42], [1.00, 3.33, -0.63], [1.86, 4.39, -1.15], [2.97, 4.01, -1.46], [1.49, 5.53, -1.05], [-2.08, 1.92, 0.64], [-2.68, 3.38, -6.38], [-1.94, 2.10, -5.42], [-1.03, 3.59, -5.77], [-3.61, 3.50, -4.08], [-2.60, 4.93, -4.38], [-3.17, 4.13, -1.27], [-2.32, 5.50, -1.99], [-1.77, 4.71, 0.54], [-0.57, 5.47, -0.50], [2.37, 1.64, -0.61], [-2.41, 2.64, 1.39], [-2.14, 0.93, 1.07], [-2.75, 1.97, -0.22]], "lowdin_charge": [1.1630, -0.0137, -0.2539, -0.0447, -0.1742, -0.0774, -0.0332, -0.0063, 0.0887, 0.1106, 0.0878, 0.1291, 0.1197, 0.1226, 0.1245, 0.1351, -0.0494, -0.1924, -0.1748, -0.0025, -0.0084, 0.0019, -0.1491, -0.1959, -0.0630, -0.1713, -0.0458, -0.0072, -0.2669, 0.0565, 0.0197, -0.0362, -0.0694, 0.0676, 0.0778, 0.0937, 0.0263, 0.1329, 0.1297, 0.1302, 0.1359, 0.1330, 0.0968, 0.0875, 0.0917, 0.0702, 0.1449, 0.1456, 0.1342, 0.1421, 0.0377, -0.1296, 0.0373, -0.1667, 0.1340, 0.1124, 0.1120, 0.0915, 0.1121, 0.0982, 0.1102, -0.0904, -0.2772, 0.6839, -0.3284, -0.2786, -0.1775, -0.0757, 0.0685, -0.2712, 0.0066, -0.0321, -0.1235, -0.3200, 0.1299, 0.1438, 0.0484, 0.0971, 0.0707, 0.0871, 0.1162, 0.1174, 0.1126, 0.1238, 0.1406, 0.1201, 0.1228, 0.1149, 0.0643, 0.0933], "orbital_gap_ev": [6.0, 6.0], "lumo_ha": [-0.385, -0.385], "charge": 3, "mol_weight_da": 682.694}

ii.
{"formula": "C33H44N7O4STi", "method": "wB97M-V/def2-TZVPD", "elements": ["Ti", "C", "C", "C", "C", "C", "C", "C", "H", "H", "H", "H", "H", "H", "H", "H", "C", "C", "C", "C", "C", "C", "C", "C", "C", "C", "N", "C", "C", "C", "C", "C", "N", "H", "H", "H", "H", "H", "H", "H", "H", "H", "H", "H", "H", "H", "H", "H", "H", "H", "C", "N", "C", "C", "N", "H", "H", "H", "H", "H", "H", "C", "C", "S", "O", "O", "C", "C", "N", "C", "N", "C", "C", "N", "O", "O", "C", "H", "H", "H", "H", "H", "H", "H", "H", "H", "H", "H", "H", "H"], "positions_angstrom": [[0.49, 0.79, 0.46], [1.08, -2.98, 3.09], [0.17, -2.25, 2.15], [0.54, -2.08, 0.80], [-0.32, -1.46, -0.10], [-1.53, -0.88, 0.35], [-1.89, -1.04, 1.69], [-1.07, -1.75, 2.56], [2.12, -2.78, 2.86], [0.92, -4.06, 2.99], [0.88, -2.71, 4.12], [1.48, -2.49, 0.45], [-0.08, -1.46, -1.16], [-2.21, -0.42, -0.35], [-2.84, -0.65, 2.04], [-1.39, -1.91, 3.58], [5.15, -1.61, -1.34], [3.91, -1.76, -0.45], [4.03, -1.01, 0.86], [4.89, -1.54, 1.83], [5.07, -0.94, 3.07], [4.39, 0.23, 3.36], [3.53, 0.78, 2.41], [1.39, 1.91, 3.25], [0.51, 3.15, 3.44], [3.34, 0.16, 1.17], [2.42, 0.75, 0.24], [2.90, 1.06, -1.01], [1.98, 1.25, -1.99], [2.04, 1.64, -3.37], [0.75, 1.68, -3.81], [-0.08, 1.33, -2.70], [0.64, 1.05, -1.62], [5.04, -2.21, -2.24], [6.04, -1.95, -0.82], [5.32, -0.58, -1.64], [3.77, -2.82, -0.22], [3.02, -1.45, -0.99], [5.43, -2.45, 1.60], [5.73, -1.38, 3.80], [4.53, 0.72, 4.32], [1.48, 1.39, 4.22], [0.05, 0.41, 2.82], [0.68, 3.64, 4.40], [-0.52, 2.83, 3.43], [0.65, 3.88, 2.64], [3.97, 1.13, -1.17], [2.94, 1.85, -3.93], [0.40, 1.93, -4.80], [-1.16, 1.30, -2.69], [3.20, 4.35, 3.63], [3.57, 3.10, 2.94], [4.97, 3.16, 2.43], [2.85, 2.04, 2.82], [0.73, 0.98, 2.32], [2.69, 5.02, 2.94], [4.13, 4.82, 3.96], [2.60, 4.14, 4.50], [5.08, 4.13, 1.95], [5.15, 2.36, 1.72], [5.65, 3.09, 3.27], [-3.62, 4.15, -4.90], [-4.18, 4.55, -3.54], [-2.92, 4.38, -2.30], [-2.75, 2.98, -1.97], [-1.75, 5.13, -2.69], [-3.57, 5.15, -0.81], [-2.46, 5.57, 0.18], [-1.29, 4.66, 0.21], [-1.33, 3.37, 0.58], [-0.16, 2.78, 0.32], [0.66, 3.73, -0.23], [-0.03, 4.89, -0.30], [0.52, 6.14, -0.79], [1.62, 6.04, -1.29], [-0.14, 7.15, -0.68], [-2.52, 2.70, 1.16], [-4.43, 4.14, -5.62], [-3.19, 3.15, -4.87], [-2.86, 4.86, -5.23], [-5.01, 3.92, -3.23], [-4.51, 5.59, -3.53], [-4.29, 4.46, -0.38], [-4.11, 6.06, -1.10], [-2.87, 5.62, 1.19], [-2.08, 6.55, -0.08], [1.67, 3.54, -0.56], [-3.08, 3.38, 1.80], [-2.20, 1.86, 1.78], [-3.17, 2.33, 0.37]], "lowdin_charge": [1.1741, 0.0039, -0.2319, -0.0222, -0.1470, -0.1183, -0.0477, -0.0094, 0.0817, 0.1158, 0.0965, 0.1189, 0.1279, 0.1311, 0.1316, 0.1413, -0.0553, -0.2057, -0.1557, 0.0078, -0.0127, -0.0041, -0.1491, -0.2855, -0.0234, -0.1760, -0.0540, -0.0215, -0.2929, 0.0598, 0.0137, -0.0466, -0.0488, 0.0928, 0.0883, 0.0709, 0.1264, 0.0949, 0.1392, 0.1310, 0.1384, 0.1764, 0.0771, 0.0898, 0.0864, 0.0736, 0.1525, 0.1379, 0.1276, 0.1158, 0.0386, -0.0469, 0.0440, -0.0799, -0.0629, 0.1159, 0.1143, 0.0973, 0.1181, 0.1023, 0.1260, -0.0926, -0.2807, 0.6770, -0.3423, -0.2799, -0.1796, -0.0806, 0.0755, -0.3164, 0.0033, -0.0149, -0.1176, -0.3186, 0.1306, 0.1379, 0.0352, 0.0963, 0.0783, 0.0862, 0.1161, 0.1164, 0.1084, 0.1235, 0.1418, 0.1162, 0.1289, 0.1075, 0.0680, 0.0938], "orbital_gap_ev": [7.0, 7.0], "lumo_ha": [-0.357, -0.357], "charge": 3, "mol_weight_da": 682.694}

Most stable = ii

i.
{"formula": "C5H8O2S", "method": "wB97M-V/def2-TZVPD", "elements": ["C", "C", "C", "C", "C", "H", "H", "H", "H", "H", "H", "H", "H", "O", "O", "S"], "positions_angstrom": [[-2.06, -1.50, -0.75], [-1.70, 0.07, 0.84], [-0.75, 1.04, 0.17], [-1.10, 2.07, -0.59], [1.33, 0.06, -0.32], [-1.90, -0.63, -1.41], [-3.15, -1.61, -0.60], [-1.60, -2.40, -1.18], [-2.69, 0.46, 0.54], [-1.57, 0.22, 1.92], [-0.37, 2.79, -0.97], [-2.15, 2.17, -0.87], [0.78, -0.25, -1.22], [-1.46, -1.28, 0.51], [0.61, 0.84, 0.48], [2.82, -0.48, -0.02]], "lowdin_charge": [-0.1025, -0.1853, -0.3243, 0.1099, -0.7535, 0.0870, 0.0974, 0.0997, 0.1316, 0.1424, 0.0883, 0.0758, 0.0811, -0.1598, -0.0791, 0.6911], "orbital_gap_ev": 9.4, "lumo_ha": 0.020, "charge": 0, "mol_weight_da": 132.184, "smiles": "C=C(COC)OC=S"}

ii.
{"formula": "C5H8O2S", "method": "wB97M-V/def2-TZVPD", "elements": ["C", "C", "C", "C", "C", "O", "O", "S", "H", "H", "H", "H", "H", "H", "H", "H"], "positions_angstrom": [[1.27, -2.42, 1.08], [0.64, -0.75, -0.49], [0.00, 0.58, 0.04], [-0.25, 1.43, -1.28], [-1.33, 0.39, 0.82], [0.39, -1.95, 0.31], [0.84, 1.23, 0.84], [2.46, -2.75, 2.06], [0.09, -1.14, -1.36], [1.71, -0.37, -0.52], [0.76, 1.54, -1.57], [-0.62, 2.38, -0.96], [-0.98, 0.90, -1.91], [-1.37, 1.10, 1.60], [-1.39, -0.61, 1.20], [-2.20, 0.45, 0.14]], "lowdin_charge": [-0.7545, -0.0735, -0.6551, 0.0211, 0.0017, -0.0840, 0.0632, 0.6845, 0.1437, 0.1639, 0.0713, 0.0788, 0.1039, 0.0717, 0.0679, 0.0953], "orbital_gap_ev": [10.7, 4.1], "lumo_ha": [0.024, -0.076], "charge": 0, "mol_weight_da": 132.184}

iii.
{"formula": "C5H8O2S", "method": "wB97M-V/def2-TZVPD", "elements": ["C", "C", "C", "C", "C", "O", "O", "S", "H", "H", "H", "H", "H", "H", "H", "H"], "positions_angstrom": [[-1.85, 0.28, 0.19], [-0.80, 0.16, 1.01], [2.89, -0.70, 0.03], [-2.98, -0.76, 0.08], [3.53, 0.24, -0.60], [2.50, -1.76, 0.22], [0.45, 1.83, -0.58], [0.65, 1.12, 0.93], [-1.85, 1.09, -0.38], [-0.79, -0.64, 1.60], [-2.94, -1.48, 0.85], [-4.02, -0.45, 0.27], [-3.04, -1.15, -0.89], [4.16, -0.11, -1.26], [0.63, 1.06, -1.09], [3.45, 1.27, -0.37]], "lowdin_charge": [-0.1641, -0.4050, -0.3473, -0.0717, 0.0032, 0.1618, -0.4112, 0.9229, 0.0388, 0.0179, 0.0562, 0.0784, 0.0440, 0.0160, 0.0147, 0.0452], "orbital_gap_ev": 9.1, "lumo_ha": 0.021, "charge": 0, "mol_weight_da": 132.184, "smiles": "C/C=C/SO.C=C=O"}

Most stable = i

i.
{"formula": "C2H7NOSi", "method": "wB97M-V/def2-TZVPD", "elements": ["C", "C", "N", "O", "Si", "H", "H", "H", "H", "H", "H", "H"], "positions_angstrom": [[0.76, 1.29, 0.16], [-0.44, 0.36, -0.40], [-1.60, 0.40, 0.54], [-2.66, 0.09, -0.05], [0.31, -1.44, 0.06], [0.71, 0.91, 1.20], [1.68, 0.97, -0.24], [0.53, 2.32, 0.08], [-0.80, 0.55, -1.51], [-0.48, -2.28, -0.82], [1.60, -1.95, -0.46], [0.39, -1.21, 1.43]], "lowdin_charge": [-0.1219, -0.4786, -0.0845, -0.0689, 0.7136, 0.0454, 0.0376, 0.0507, 0.1370, -0.0777, -0.0783, -0.0744], "orbital_gap_ev": 8.9, "lumo_ha": -0.014, "charge": 0, "mol_weight_da": 89.170, "smiles": "C[C@@H]([SiH3])N=O"}

ii.
{"formula": "C2H7NOSi", "method": "wB97M-V/def2-TZVPD", "elements": ["C", "C", "N", "O", "Si", "H", "H", "H", "H", "H", "H", "H"], "positions_angstrom": [[1.00, -0.64, -0.37], [1.33, 0.79, -0.60], [-0.14, -1.23, -0.25], [-1.28, 1.05, 1.65], [-1.72, -0.85, 0.27], [1.97, -1.18, -0.46], [2.10, 1.10, 0.17], [1.62, 0.97, -1.59], [0.36, 1.25, -0.55], [-0.44, 1.23, 1.32], [-2.69, -0.50, -0.74], [-2.10, -2.01, 1.15]], "lowdin_charge": [-0.2775, -0.0793, -0.1228, -0.3450, 0.7660, 0.1112, 0.1177, 0.0657, 0.0553, -0.1612, -0.0775, -0.0526], "orbital_gap_ev": 9.4, "lumo_ha": -0.002, "charge": 0, "mol_weight_da": 89.170}

Most stable = ii